Record 1
Computed, not measured: C22H29N2OReS2Sb as an isolated structure, with ωB97M-V with the def2-TZVPD basis set.

Values from the calculation:
2S+1   2
E_HOMO (spin up / spin down)   -0.491 / -0.491 Ha
Charge   +2
Gap between HOMO and LUMO (spin up / spin down)   5.0 / 5.1 eV
LUMO level (spin up / spin down)   -8.3 / -8.3 eV

```
58
C22H29N2OReS2Sb (ωB97M-V with the def2-TZVPD basis set)
Re -1.0692 -0.7934 1.0739
C 0.5125 -2.1260 -1.5491
C -0.3151 -0.9039 -1.3582
N -0.0021 -0.0249 -0.3955
N -0.2277 1.3333 -0.6574
C -0.4202 2.0235 0.4085
S -0.6548 1.1581 1.9768
S -0.5743 3.7335 0.4773
C -1.2449 4.1164 -1.2016
C -0.2765 4.8471 -2.0867
C -0.5307 6.1657 -2.4365
C 0.3171 6.8329 -3.3131
C 1.4271 6.1863 -3.8283
C 1.6978 4.8721 -3.4632
C 0.8508 4.2066 -2.5931
C -1.5285 -0.6593 -2.1390
C -1.6251 -0.3698 -3.4961
C -2.8705 -0.0485 -4.0153
C -4.0003 -0.0607 -3.2032
C -3.9245 -0.4093 -1.8561
C -2.6821 -0.6983 -1.3561
O -2.5128 -1.1361 -0.0185
H 1.5347 -1.9730 -1.2111
H 0.4879 -2.3899 -2.6086
H 0.0802 -2.9846 -1.0240
H -2.1255 4.7211 -0.9938
H -1.5544 3.1630 -1.6254
H -1.3952 6.6777 -2.0291
H 0.1057 7.8568 -3.5911
H 2.0894 6.7060 -4.5076
H 2.5723 4.3713 -3.8574
H 1.0667 3.1850 -2.2982
H -0.7391 -0.3491 -4.1176
H -2.9621 0.2179 -5.0588
H -4.9645 0.1887 -3.6253
H -4.8029 -0.4700 -1.2283
C 0.2525 -5.0325 1.5882
C 0.0287 -4.2734 2.8935
Sb 0.5314 -2.2200 2.7223
C 2.5136 -2.1980 1.9644
C 3.5380 -2.8619 2.8818
C 0.4839 -1.4157 4.6935
C 1.2105 -2.2836 5.7199
H -0.0340 -6.0761 1.7146
H 1.2998 -5.0199 1.2839
H -0.3525 -4.6317 0.7714
H 0.6542 -4.6578 3.6997
H -1.0084 -4.3249 3.2249
H 2.7546 -1.1534 1.7653
H 2.4448 -2.7131 1.0047
H 3.6835 -2.2973 3.8006
H 4.5014 -2.9072 2.3738
H 3.2603 -3.8840 3.1437
H -0.5737 -1.3172 4.9410
H 0.9070 -0.4137 4.6174
H 0.8228 -3.3018 5.7481
H 1.0598 -1.8560 6.7115
H 2.2826 -2.3265 5.5424
```

These are the Mulliken partial charges, in e, on atoms 1 to 8: atom 1 (Re): 0.528, atom 2 (C): -1.127, atom 3 (C): 0.294, atom 4 (N): 0.169, atom 5 (N): -0.206, atom 6 (C): 0.471, atom 7 (S): -0.208, atom 8 (S): -0.030

***

Record 2
Computed, not measured: a 2-piece molecular cluster, C2H4NO2 overall, with ωB97M-V with the def2-TZVPD basis set.

Values from the calculation:
E_HOMO   -0.555 Ha
Charge   +1
Gap between HOMO and LUMO   9.4 eV
LUMO level   -5.7 eV

```
9
C2H4NO2 (ωB97M-V with the def2-TZVPD basis set)
C 2.5092 0.1285 -0.1441
C -0.3800 -0.6199 0.4279
N -1.4339 0.2700 0.1310
O 3.6274 -0.0105 -0.0244
O 1.3708 0.2576 -0.3465
H -0.5044 -1.3023 -0.3757
H -2.1740 -0.4100 0.1963
H -1.4297 0.6485 -0.7546
H -1.5854 1.0382 0.8902
```

These are the Mulliken partial charges, in e, on atoms 1 to 8: atom 1 (C): 0.701, atom 2 (C): -0.254, atom 3 (N): -0.227, atom 4 (O): -0.225, atom 5 (O): -0.372, atom 6 (H): 0.263, atom 7 (H): 0.394, atom 8 (H): 0.327

***

The calculation returns the following M values, one per record and in order: 709.59 74.06 g/mol.
The calculation returns the following strongest force on any atom values, one per record and in order: 0.0196 0.0923 Eh/bohr.